# 1
# C24H71O12Sr

C24H71O12Sr as an isolated structure (ωB97M-V/def2-TZVPD, the Open Molecules 2025 dataset).

```
108
Properties=species:S:1:pos:R:3
Sr -2.8071 2.6461 -0.9885
C 0.1886 -0.6608 0.8219
C -0.6022 -0.1027 -0.3282
O -0.9619 1.2270 -0.1122
H -0.4217 -0.6261 1.7298
H 1.1176 -0.1150 1.0016
H 0.4146 -1.7100 0.6247
H -1.5096 -0.7280 -0.4476
H -0.0355 -0.2525 -1.2708
C -3.3825 0.3271 2.7383
C -3.8313 -0.6605 1.6659
O -5.1737 -1.1005 1.8776
H -3.3370 -0.1672 3.7116
H -4.0873 1.1589 2.8085
H -2.3820 0.7143 2.5340
H -3.1644 -1.5275 1.7111
H -3.7898 -0.1948 0.6816
H -5.1404 -1.7387 2.5976
C -4.0346 -0.0509 -4.2160
C -4.0140 -0.6485 -2.8215
O -4.1311 0.3777 -1.8098
H -4.9211 0.5636 -4.3794
H -3.9818 -0.8292 -4.9765
H -3.1611 0.5895 -4.3443
H -3.0575 -1.1431 -2.6642
H -4.8259 -1.3661 -2.7206
H -5.0361 0.3524 -1.4798
C 0.4203 -3.2116 -2.9802
C -1.0180 -3.0962 -3.3963
O -1.5485 -4.4024 -3.5874
H 1.0136 -3.6508 -3.7821
H 0.5204 -3.8243 -2.0851
H 0.8394 -2.2343 -2.7246
H -1.1256 -2.4832 -4.3004
H -1.5988 -2.5953 -2.6045
H -2.3004 -4.3538 -4.1832
C -0.3081 1.0409 -4.1403
C -0.5211 2.3541 -3.4146
O -1.9416 2.7210 -3.4024
H -0.6898 0.1986 -3.5637
H 0.7628 0.9149 -4.3070
H -0.7661 1.0837 -5.1310
H -0.0074 3.1231 -3.9937
H -0.1371 2.3075 -2.3990
H -2.1863 2.9096 -4.3133
C 0.2652 2.6602 4.6068
C 0.2742 1.7286 3.4269
O -0.2460 2.4398 2.2851
H 0.7214 2.1787 5.4742
H -0.7610 2.8962 4.9035
H 0.7940 3.5909 4.4103
H -0.3333 0.8418 3.6141
H 1.3050 1.4508 3.1878
H -0.3718 1.8134 1.5291
C 3.2076 4.1009 0.4602
C 2.5057 2.7821 0.1892
O 1.2487 3.0708 -0.4173
H 2.5206 4.7417 1.0165
H 3.3978 4.6278 -0.4783
H 4.1385 3.9655 1.0045
H 2.3692 2.2666 1.1481
H 3.1156 2.1478 -0.4595
H 0.7356 2.2446 -0.4427
C 3.4489 -3.4505 -1.0150
C 3.1383 -2.1544 -0.2865
O 4.2381 -1.2744 -0.1093
H 4.1762 -4.0718 -0.4941
H 3.8955 -3.2152 -1.9899
H 2.5354 -3.9927 -1.2479
H 2.7406 -2.4172 0.6962
H 2.3648 -1.6033 -0.8420
H 4.7165 -1.2562 -0.9515
C 3.2807 0.5750 -3.1159
C 4.7473 0.5620 -2.7435
O 5.2407 -0.7982 -2.7478
H 2.8935 1.5950 -3.2194
H 2.6727 0.1497 -2.3063
H 3.0496 -0.0070 -4.0086
H 4.8599 0.9444 -1.7301
H 5.3226 1.1647 -3.4453
H 5.8202 -0.8939 -3.5070
C -3.7003 5.5722 1.2275
C -2.9543 4.6171 2.1307
O -2.4100 3.5377 1.3474
H -4.5408 5.0753 0.7192
H -3.0544 6.0536 0.4922
H -4.2017 6.3508 1.8057
H -3.6178 4.2368 2.9103
H -2.1293 5.1374 2.6206
H -1.5542 3.2677 1.7887
C 2.7639 -1.4475 3.4609
C 4.0571 -2.2149 3.4497
O 3.8740 -3.3596 4.2836
H 2.8298 -0.6362 2.7193
H 2.5223 -0.9452 4.3975
H 1.8974 -2.0064 3.1008
H 4.9054 -1.6281 3.8159
H 4.3007 -2.4701 2.4113
H 4.7226 -3.8060 4.3577
C -1.0494 -4.1548 1.6378
C -0.9826 -3.7083 3.0855
O -2.2986 -3.6112 3.6641
H -0.1079 -3.9477 1.1253
H -1.8492 -3.6372 1.1021
H -1.3046 -5.2130 1.5488
H -0.5211 -2.7228 3.1538
H -0.3810 -4.3865 3.6947
H -2.5834 -4.4932 3.9188
```

Computed properties:
**Charge**: +1
**HOMO energy**: -11.45 eV
**Relative energy (zero: lowest compared OMol25 entry of this formula, charge and spin)**: 0.0 kcal/mol
**E_LUMO**: -3.36 eV
**Energy**: -51440.0675 eV



# 2
# C24H72N6O10P

A 7-piece molecular cluster, C24H72N6O10P overall (ωB97M-V/def2-TZVPD, the Open Molecules 2025 dataset).

```
113
Properties=species:S:1:pos:R:3
P -27.3668 -3.3429 -3.3886
O -28.9083 -3.3766 -3.5789
O -26.7344 -4.6600 -3.8697
O -27.0314 -3.2193 -1.8678
O -26.7825 -2.1105 -4.1503
C -29.9348 -1.5012 -0.7556
C -29.9157 -2.7924 0.0391
C -31.2708 -3.1299 0.5992
O -31.1706 -4.3173 1.3439
C -32.4284 -4.7590 1.8540
N -29.4807 -3.8650 -0.9135
H -28.4529 -3.7296 -1.1275
H -29.5720 -4.8411 -0.6074
H -29.8217 -3.7241 -1.8803
H -30.0566 -0.6418 -0.1036
H -30.6947 -1.5604 -1.5399
H -28.9960 -1.3908 -1.3055
H -29.1105 -2.7468 0.7711
H -31.9914 -3.1761 -0.2311
H -31.6053 -2.3213 1.2630
H -32.6096 -4.3028 2.8299
H -32.4171 -5.8432 1.9511
H -33.2819 -4.5125 1.2139
C -24.0368 -1.6154 0.1868
C -24.1871 -0.7683 -1.0641
C -22.8491 -0.2696 -1.5892
O -21.9522 -1.3444 -1.5888
C -20.6552 -0.9576 -1.9969
N -24.8308 -1.6359 -2.1077
H -24.1996 -2.2446 -2.6356
H -25.5664 -2.2634 -1.6860
H -25.4259 -1.1836 -2.8219
H -25.0063 -2.0777 0.4098
H -23.8567 -1.0091 1.0745
H -23.2555 -2.3617 0.0906
H -24.8844 0.0459 -0.8838
H -22.5482 0.5256 -0.8934
H -22.9397 0.1279 -2.6110
H -20.2930 -0.0703 -1.4706
H -20.6362 -0.7595 -3.0771
H -19.9415 -1.7556 -1.8067
C -28.9085 0.6575 -4.3408
C -29.5011 -0.0639 -5.5215
C -29.3316 0.5787 -6.8746
O -29.8556 -0.2611 -7.8346
C -29.5538 0.1893 -9.1588
N -28.9849 -1.4790 -5.5871
H -29.5018 -2.1751 -5.0187
H -28.7818 -1.8389 -6.5158
H -28.0975 -1.5730 -5.0024
H -27.8449 0.8789 -4.4978
H -28.9856 0.0538 -3.4407
H -29.3416 1.6563 -4.2866
H -30.5733 -0.2249 -5.3798
H -28.2628 0.8215 -7.0434
H -29.8044 1.5725 -6.8435
H -30.0966 -0.4024 -9.8810
H -28.4674 0.2367 -9.2814
H -29.8824 1.2342 -9.2523
C -28.5262 -7.9703 -5.1188
C -29.6654 -7.1550 -4.5817
C -29.8209 -7.1733 -3.0848
O -30.7200 -6.2123 -2.5658
C -32.0551 -6.3090 -3.0565
N -29.4068 -5.7006 -4.9550
H -28.8527 -5.1232 -4.2781
H -29.0248 -5.5599 -5.8881
H -30.3147 -5.2297 -4.9282
H -27.5748 -7.5158 -4.8164
H -28.5684 -8.0220 -6.2027
H -28.4747 -8.9585 -4.6624
H -30.5841 -7.3678 -5.1284
H -28.8320 -6.9493 -2.6631
H -30.0788 -8.1644 -2.6928
H -32.7048 -5.8988 -2.2873
H -32.3858 -7.3520 -3.1337
H -32.1595 -5.8016 -4.0161
C -25.4584 -1.2104 -7.1689
C -24.4214 -2.0764 -6.5161
C -23.5296 -1.3596 -5.5363
O -22.6886 -2.2658 -4.8680
C -21.3258 -2.2334 -5.3103
N -25.0070 -3.2774 -5.8580
H -25.7747 -2.9857 -5.1799
H -25.4200 -3.9537 -6.4957
H -24.3579 -3.7699 -5.2388
H -25.9652 -0.6073 -6.4082
H -26.2262 -1.7680 -7.7063
H -24.9833 -0.5180 -7.8611
H -23.7824 -2.5204 -7.2869
H -24.0926 -0.8179 -4.7641
H -23.0152 -0.5575 -6.0778
H -20.7518 -2.8770 -4.6532
H -20.9145 -1.2223 -5.2562
H -21.2659 -2.5644 -6.3497
C -26.1047 -5.1543 0.7065
C -26.3302 -6.4349 -0.0728
C -27.5475 -7.2284 0.3312
O -28.6628 -6.3526 0.4025
C -29.8890 -7.0740 0.4625
N -26.4269 -6.1012 -1.5493
H -27.3809 -6.1928 -1.9004
H -26.2189 -5.1010 -1.7511
H -25.8269 -6.6586 -2.1559
H -25.1113 -4.7324 0.5469
H -26.0886 -5.3807 1.7776
H -26.8880 -4.4178 0.5553
H -25.4529 -7.0690 0.0601
H -27.4044 -7.7586 1.2779
H -27.7599 -8.0183 -0.4069
H -30.0614 -7.4174 1.4886
H -29.9600 -7.9185 -0.2264
H -30.7085 -6.3809 0.2795
```

Computed properties:
**Charge**: +3
**HOMO energy**: -16.30 eV
**Relative energy (zero: lowest compared OMol25 entry of this formula, charge and spin)**: 0.0 kcal/mol
**E_LUMO**: -6.74 eV
**Energy**: -64740.9664 eV



# 3
# C24H72O24

A 12-piece molecular cluster, C24H72O24 overall (ωB97M-V/def2-TZVPD, the Open Molecules 2025 dataset).

```
120
Properties=species:S:1:pos:R:3
C -1.1653 -0.5646 0.1838
C 0.4149 -0.7219 0.0484
O 1.1895 0.4321 0.4009
O -1.6087 -0.0623 1.4575
H -1.7085 -1.4179 -0.2222
H -1.4942 0.2798 -0.4219
H 0.6746 -0.9014 -0.9949
H 0.6812 -1.6284 0.5920
H 2.1056 0.1558 0.4778
H -1.0876 0.7334 1.5870
C -0.3986 3.8950 -3.1285
C -0.8243 2.4478 -2.7916
O -0.8924 1.4566 -3.7776
O 0.8561 3.8765 -3.8776
H -0.3861 4.6229 -2.3173
H -1.2100 4.2760 -3.7487
H -1.8312 2.4886 -2.3762
H -0.2029 2.2246 -1.9243
H -1.4392 0.7261 -3.4792
H 0.6429 4.3215 -4.7010
C 3.5539 3.0313 -1.0738
C 4.8279 3.9123 -1.4650
O 4.3690 4.6661 -2.5106
O 3.7949 2.0687 0.1284
H 3.1457 2.3349 -1.8062
H 2.7582 3.7321 -0.8214
H 5.7692 3.4040 -1.6743
H 4.9258 4.6924 -0.7101
H 4.0740 4.1318 -3.2516
H 4.4750 1.4571 -0.1632
C -4.6798 -5.4329 -0.4490
C -4.4625 -4.0401 0.2342
O -4.1315 -4.1138 1.5721
O -5.5629 -6.1095 0.3892
H -3.7953 -6.0674 -0.5050
H -4.8260 -5.3016 -1.5211
H -5.3361 -3.4098 0.0680
H -3.5962 -3.5777 -0.2388
H -3.2213 -4.3144 1.8022
H -5.4110 -5.7210 1.2538
C 2.8717 -1.2228 -3.1954
C 1.6333 -1.6804 -3.8958
O 1.6706 -2.9381 -4.5461
O 3.0767 -2.0592 -2.1121
H 2.7404 -0.1864 -2.8842
H 3.8077 -1.2115 -3.7539
H 1.3800 -0.9915 -4.7017
H 0.7204 -1.6608 -3.3005
H 2.4107 -2.9355 -5.1576
H 2.8269 -2.9725 -2.2705
C -4.5877 -1.6304 -3.4118
C -3.8128 -0.2066 -3.6638
O -3.3222 0.3523 -2.4140
O -5.8939 -1.5437 -2.9041
H -3.9825 -2.2071 -2.7122
H -4.5959 -2.1183 -4.3865
H -4.4406 0.5799 -4.0827
H -3.0230 -0.4228 -4.3833
H -4.0220 0.4039 -1.7589
H -5.8667 -0.7966 -2.3019
C -3.9971 4.2933 2.5358
C -3.3971 3.3506 1.5144
O -3.8629 3.4270 0.2155
O -5.3778 3.9489 2.8597
H -3.8240 5.3478 2.3211
H -3.3254 4.2004 3.3892
H -3.5158 2.3279 1.8722
H -2.3129 3.4571 1.5499
H -4.7958 3.6202 0.3331
H -5.5564 4.4146 3.6799
C 0.5894 4.9008 2.6363
C 1.1916 3.6619 1.8598
O 2.3309 3.1649 2.3681
O -0.6540 5.4134 2.3050
H 1.3381 5.6896 2.7085
H 0.4887 4.6569 3.6939
H 1.4368 3.7484 0.8013
H 0.4595 2.8656 1.7256
H 2.8488 2.9247 1.5963
H -0.5519 6.0884 1.6301
C 5.9481 -1.0019 -0.9010
C 6.6524 -1.7188 0.2963
O 7.8611 -2.1943 -0.2715
O 4.6960 -0.5257 -0.4519
H 5.8924 -1.7854 -1.6567
H 6.5506 -0.2222 -1.3669
H 6.0941 -2.5517 0.7236
H 6.7314 -0.9684 1.0829
H 8.6156 -1.8044 0.1760
H 4.0070 -0.8225 -1.0510
C -0.7511 -3.9633 -1.8446
C -1.2746 -4.9775 -2.9031
O -0.9125 -6.3241 -2.5454
O 0.3263 -4.5335 -1.1746
H -1.5510 -3.8549 -1.1121
H -0.6513 -2.9438 -2.2172
H -0.8126 -4.6102 -3.8195
H -2.3440 -4.8957 -3.0977
H -1.5514 -6.8325 -3.0503
H 0.3081 -5.4697 -1.3863
C 0.5865 1.6496 4.7920
C -0.8357 2.2499 4.9163
O -0.8233 3.3565 5.7884
O 0.8833 0.7982 5.9351
H 1.3444 2.4119 4.6111
H 0.5873 0.9011 3.9996
H -1.5781 1.5370 5.2750
H -1.2795 2.3717 3.9282
H -1.7006 3.2898 6.1726
H 0.5393 1.2714 6.6963
C 0.2733 -2.3984 3.9384
C 1.6934 -2.4902 4.3792
O 2.2389 -3.6649 4.9934
O 0.0043 -2.9603 2.6640
H -0.0006 -1.3475 3.8456
H -0.3456 -2.8922 4.6875
H 1.8283 -1.7727 5.1887
H 2.2940 -1.9754 3.6293
H 3.1890 -3.6932 4.8590
H -0.8240 -2.6783 2.2691
```

Computed properties:
**Multiplicity**: 2
**Charge**: +1
**HOMO energy (spin up / spin down)**: -11.38 / -11.38 eV
**Relative energy (zero: lowest compared OMol25 entry of this formula, charge and spin)**: 129.3 kcal/mol
**E_LUMO (spin up / spin down)**: -2.60 / -8.98 eV
**Energy**: -75175.2633 eV